(1)
{"formula": "C26H52N11O2SW", "method": "ωB97M-V with the def2-TZVPD basis set", "species": ["W", "C", "N", "C", "C", "N", "C", "C", "N", "C", "C", "N", "C", "N", "C", "C", "N", "C", "C", "C", "C", "N", "C", "N", "C", "C", "N", "C", "C", "N", "C", "C", "H", "H", "H", "H", "H", "H", "H", "H", "H", "H", "H", "H", "H", "H", "H", "H", "H", "H", "H", "H", "H", "H", "H", "H", "H", "H", "H", "H", "H", "H", "H", "H", "H", "H", "H", "H", "H", "H", "H", "H", "H", "H", "H", "H", "H", "H", "H", "H", "O", "N", "C", "C", "C", "C", "C", "S", "H", "H", "H", "H", "O"], "coordinates": [[0.106, -0.390, -0.025], [-4.552, -3.807, 1.048], [-3.920, -2.708, 0.306], [-4.661, -2.341, -0.903], [-2.544, -2.542, 0.400], [-1.872, -1.329, 0.437], [-2.713, -0.123, 0.791], [-2.627, 0.963, -0.244], [-1.251, 1.160, -0.722], [-0.587, 2.309, -0.105], [-0.508, 2.303, 1.424], [-0.039, 1.100, 2.241], [0.130, 1.321, 3.559], [0.820, 0.564, 4.421], [2.054, -0.120, 4.071], [-0.075, -0.218, 5.306], [-0.403, 2.471, 4.065], [-1.859, 2.654, 4.166], [0.336, 3.157, 5.138], [-1.205, 1.238, -2.219], [-1.164, -0.153, -2.817], [-0.014, -0.727, -2.145], [1.215, -1.188, -3.024], [1.029, -1.369, -4.336], [0.150, -2.446, -4.795], [2.081, -0.953, -5.279], [2.696, -1.080, -2.812], [3.400, -2.344, -2.940], [3.154, -0.096, -1.844], [-1.911, -3.742, 0.551], [-0.666, -3.707, 1.393], [-1.902, -4.614, -0.632], [-5.604, -3.553, 1.174], [-4.096, -3.905, 2.028], [-4.488, -4.765, 0.528], [-4.785, -3.219, -1.540], [-4.128, -1.587, -1.468], [-5.652, -1.959, -0.649], [-2.391, 0.253, 1.774], [-3.747, -0.350, 0.912], [-3.024, 1.901, 0.154], [-3.260, 0.712, -1.089], [-1.097, 3.238, -0.383], [0.429, 2.362, -0.503], [-1.494, 2.535, 1.804], [0.185, 3.090, 1.709], [2.694, 0.569, 3.521], [1.899, -1.007, 3.466], [2.546, -0.359, 5.009], [-0.737, 0.438, 5.871], [0.543, -0.759, 6.017], [-0.673, -0.930, 4.734], [-2.386, 2.039, 3.439], [-2.124, 3.699, 4.009], [-2.190, 2.354, 5.162], [1.399, 3.156, 4.914], [0.173, 2.697, 6.114], [-0.017, 4.186, 5.168], [-0.279, 1.738, -2.498], [-2.042, 1.831, -2.599], [-1.095, -0.074, -3.904], [-2.057, -0.746, -2.590], [-0.696, -2.562, -4.119], [0.702, -3.389, -4.836], [-0.227, -2.212, -5.788], [2.535, -0.025, -4.953], [1.602, -0.791, -6.242], [2.854, -1.715, -5.386], [3.025, -2.897, -3.811], [3.127, -3.191, -1.716], [4.458, -2.124, -3.090], [2.707, 0.876, -2.059], [4.232, 0.021, -1.950], [2.979, -0.362, -0.796], [-0.900, -3.324, 2.386], [0.070, -3.024, 0.934], [-0.266, -4.714, 1.509], [-2.905, -4.719, -1.037], [-1.558, -5.601, -0.335], [-1.235, -4.212, -1.402], [1.678, -2.010, 0.965], [2.029, -3.234, 0.562], [2.776, -3.973, 1.422], [3.140, -5.236, 1.082], [2.726, -5.703, -0.175], [2.040, -4.875, -1.008], [1.704, -3.590, -0.623], [0.765, -2.328, -1.486], [3.012, -3.489, 2.357], [3.714, -5.852, 1.758], [2.976, -6.706, -0.495], [1.725, -5.177, -1.999], [0.374, -0.222, 1.872]], "atomic_forces_ev_per_a": [[0.55, -8.12, -2.50], [0.09, -0.05, 0.01], [1.02, 0.68, -0.38], [-0.12, 0.42, 0.25], [0.11, -0.16, -0.13], [-1.30, 0.70, -0.35], [0.73, -0.62, 0.42], [-0.67, 0.06, -0.06], [0.73, -0.50, -0.21], [0.76, 0.25, 0.25], [-0.12, -0.53, -0.05], [0.58, -0.06, 1.48], [-0.36, 1.33, 0.18], [-0.01, -1.06, -0.39], [0.25, 0.20, -0.29], [0.08, 0.39, 0.47], [-0.35, -0.37, 0.19], [0.04, 0.15, -0.25], [-0.05, -0.13, 0.08], [-0.50, 0.55, -0.47], [0.05, 0.72, 0.25], [1.69, 3.93, -2.76], [1.62, 0.35, 1.42], [-0.79, -0.66, -0.07], [-0.37, 0.34, -0.14], [-0.16, -0.13, -0.31], [-1.78, 1.67, 0.50], [-1.24, -0.98, 2.74], [0.12, -0.20, -0.55], [1.57, 1.34, 0.93], [-0.42, 0.38, -1.01], [-0.09, -0.28, 0.31], [0.03, 0.02, -0.02], [0.01, -0.02, -0.01], [-0.02, 0.02, -0.04], [0.00, -0.05, 0.01], [0.14, 0.18, -0.08], [0.09, -0.02, 0.00], [0.17, -0.18, -0.18], [-0.80, -0.49, 0.10], [0.01, 0.00, -0.02], [0.04, -0.09, -0.17], [0.00, 0.06, 0.14], [-0.07, 0.09, -0.21], [-0.07, 0.13, 0.02], [-0.16, 0.17, -0.01], [0.04, -0.03, -0.02], [0.01, -0.24, 0.03], [0.11, -0.09, 0.00], [0.00, 0.01, -0.04], [0.01, 0.02, 0.02], [0.06, -0.04, -0.04], [-0.03, -0.08, 0.05], [0.02, -0.02, -0.01], [-0.01, 0.02, 0.02], [0.01, -0.01, 0.01], [-0.03, 0.02, 0.02], [0.00, -0.01, 0.00], [-0.01, 0.06, 0.00], [-0.04, 0.11, 0.23], [0.26, -0.10, 0.06], [0.00, 0.02, 0.02], [0.02, -0.03, 0.02], [0.02, 0.01, 0.00], [-0.01, -0.03, -0.02], [-0.03, -0.02, -0.03], [-0.04, -0.08, -0.02], [-0.02, 0.08, -0.16], [0.07, -0.09, 0.55], [1.53, 2.79, -4.04], [-0.06, -0.29, 0.41], [-0.02, -0.04, -0.05], [0.00, 0.00, 0.03], [-0.22, -0.30, 0.39], [-0.19, -0.01, -0.08], [-0.99, -0.76, 0.72], [-0.11, -0.02, -0.17], [-0.06, 0.04, -0.04], [-0.02, -0.03, 0.02], [-0.09, -0.06, 0.09], [0.19, 1.28, 0.74], [1.44, 1.68, 2.54], [-0.01, 0.03, 0.44], [-0.13, -0.07, -0.29], [0.34, -0.55, 0.13], [-0.78, -0.71, -1.00], [-0.32, -0.58, -1.07], [-1.30, -4.19, 1.80], [-0.03, 0.05, -0.03], [0.03, 0.05, 0.02], [-0.01, 0.01, 0.02], [0.13, -0.21, -0.01], [-0.77, 2.99, -0.33]], "homo_ev": [-15.465, -15.428], "relative_energy_kcal_mol": 143.4, "gap_ha": [0.2465, 0.2439], "total_energy_ev": -60917.0457, "charge": 3, "lumo_energy_ev": [-8.7571, -8.7900], "max_force_ev_per_a": 8.5}



(2)
{"formula": "C3H8ClNO", "method": "ωB97M-V with the def2-TZVPD basis set", "species": ["C", "N", "C", "C", "O", "H", "H", "H", "H", "H", "H", "H", "Cl", "H"], "coordinates": [[0.939, -0.627, 0.876], [0.099, 0.533, 0.765], [0.489, 1.415, -0.289], [-1.009, 0.784, 1.470], [-1.677, 1.806, 1.219], [1.404, -0.914, -0.084], [1.831, -0.507, 1.551], [0.419, -1.522, 1.318], [-0.057, 2.398, -0.227], [1.535, 1.469, -0.156], [0.276, 0.864, -1.299], [-1.325, 0.147, 2.257], [-2.941, -0.333, -0.699], [-3.702, -1.286, -1.091]], "atomic_forces_ev_per_a": [[0.87, -1.69, 1.43], [0.06, -1.00, 0.37], [-1.56, -0.18, -1.87], [-1.00, 3.07, -1.39], [0.46, -1.34, 0.67], [-0.70, 0.14, 0.17], [-0.72, 0.42, -0.39], [0.16, 0.94, -0.67], [0.75, -1.19, -0.09], [1.33, 0.79, -0.42], [0.32, 1.26, 1.51], [0.12, -1.16, 0.76], [-0.15, -0.09, -0.05], [0.07, 0.02, -0.03]], "homo_ev": -9.183, "relative_energy_kcal_mol": 23.7, "gap_ha": 0.3621, "total_energy_ev": -19300.3301, "lumo_energy_ev": 0.6693, "smiles": "CN(C)C=O.Cl", "max_force_ev_per_a": 3.5}



(3)
{"formula": "C6H10", "method": "ωB97M-V with the def2-TZVPD basis set", "species": ["C", "C", "C", "C", "C", "C", "H", "H", "H", "H", "H", "H", "H", "H", "H", "H"], "coordinates": [[-2.012, -0.083, 1.116], [-0.822, 0.458, 0.515], [-0.391, 1.664, 0.964], [2.003, -0.930, -1.638], [1.323, -0.334, -0.468], [0.010, -0.331, -0.479], [-2.005, -1.127, 1.417], [-2.259, 0.381, 2.161], [-2.964, 0.057, 0.540], [-1.166, 2.237, 1.487], [0.459, 2.242, 0.878], [3.038, -1.349, -1.478], [2.267, -0.213, -2.430], [1.355, -1.771, -1.994], [1.799, 0.026, 0.467], [-0.635, -0.927, -1.058]], "atomic_forces_ev_per_a": [[-3.39, 0.08, 2.31], [3.09, -2.32, -1.45], [-2.39, 1.15, 1.06], [1.60, -1.69, 0.09], [2.98, 0.09, -0.17], [-4.95, 2.45, 3.37], [0.50, -0.38, -0.70], [0.61, -0.20, -1.97], [0.80, -0.03, 0.16], [0.24, -0.17, 0.07], [2.22, 0.40, -0.78], [-1.11, 0.26, 0.50], [-0.81, 0.14, 0.08], [0.63, 0.91, -0.24], [0.20, 0.15, -1.07], [-0.22, -0.85, -1.28]], "homo_ev": [-14.928, -15.124], "multiplicity": 2, "relative_energy_kcal_mol": 26.1, "gap_ha": [0.3769, 0.2563], "total_energy_ev": -6373.5681, "charge": 1, "lumo_energy_ev": [-4.6716, -8.1496], "max_force_ev_per_a": 6.5}



(4)
{"formula": "C4H23NO7", "method": "ωB97M-V with the def2-TZVPD basis set", "species": ["C", "N", "C", "C", "C", "O", "H", "H", "H", "H", "H", "H", "H", "H", "H", "H", "H", "O", "H", "H", "O", "H", "H", "O", "H", "H", "O", "H", "H", "O", "H", "H", "O", "H", "H"], "coordinates": [[1.976, 1.253, 0.376], [0.712, 1.412, 1.122], [-0.468, 0.898, 0.385], [-1.582, 0.447, 1.349], [-2.958, 0.623, 0.730], [-1.460, -0.941, 1.636], [2.775, 1.689, 0.974], [2.217, 0.217, 0.096], [1.898, 1.763, -0.608], [0.813, 0.888, 2.001], [-0.197, 0.039, -0.270], [-0.808, 1.680, -0.288], [-1.490, 1.018, 2.279], [-3.709, 0.154, 1.347], [-2.990, 0.203, -0.244], [-3.260, 1.694, 0.588], [-0.537, -1.165, 1.888], [0.295, 0.998, -2.748], [0.448, 1.840, -2.233], [0.372, 1.230, -3.663], [1.111, -1.455, 2.316], [1.488, -1.770, 1.485], [1.282, -2.152, 2.949], [2.088, -2.432, -0.042], [3.004, -2.404, -0.325], [1.489, -2.141, -0.784], [0.558, -1.658, -2.087], [-0.316, -1.899, -1.770], [0.500, -0.711, -2.270], [-1.812, -2.115, -0.795], [-1.683, -1.686, 0.093], [-2.000, -3.022, -0.633], [0.695, 3.574, -1.257], [0.704, 3.193, -0.376], [1.254, 4.336, -1.147]], "atomic_forces_ev_per_a": [[-0.53, -0.02, -0.61], [0.14, -0.46, -0.11], [0.63, -0.40, 0.28], [0.12, 0.40, -0.60], [-0.19, 1.58, 0.49], [0.07, -0.31, 0.03], [0.13, -0.03, -0.18], [-0.04, -0.03, 0.38], [0.29, -0.14, 0.77], [-0.11, 0.30, -0.52], [-0.17, 0.32, 0.40], [-0.31, 0.15, -0.02], [-0.06, 0.05, -0.01], [-0.22, -0.20, 0.19], [0.00, -0.66, -0.92], [0.49, -0.75, 0.37], [-0.15, 0.18, 0.16], [0.13, 1.01, 1.44], [-0.18, -0.96, -0.88], [0.07, 0.25, -0.75], [-0.28, 0.38, 0.58], [0.51, -0.34, -0.79], [-0.01, -0.13, 0.18], [-0.39, -0.03, 0.41], [-0.11, 0.08, -0.26], [0.57, -0.03, -0.17], [0.76, -0.24, -0.12], [-0.81, -0.19, 0.25], [0.07, 0.32, -0.17], [0.26, 1.21, 0.00], [-0.16, -0.44, -0.26], [-0.28, -1.06, 0.28], [-0.35, -0.17, -0.17], [-0.25, -0.21, 0.56], [0.34, 0.55, -0.26]], "homo_ev": -9.022, "relative_energy_kcal_mol": 0.0, "gap_ha": 0.3521, "total_energy_ev": -20344.7400, "lumo_energy_ev": 0.5608, "smiles": "CNC[C@@H](C)O.O.O.O.O.O.O", "max_force_ev_per_a": 1.8}



(5)
{"formula": "C24H54O10", "method": "ωB97M-V with the def2-TZVPD basis set", "species": ["C", "C", "C", "O", "H", "H", "H", "H", "H", "H", "C", "C", "C", "O", "H", "H", "H", "H", "H", "H", "C", "C", "C", "O", "H", "H", "H", "H", "H", "H", "C", "C", "C", "O", "H", "H", "H", "H", "H", "H", "C", "C", "C", "O", "H", "H", "H", "H", "H", "H", "C", "C", "C", "O", "H", "H", "H", "H", "H", "H", "C", "C", "C", "O", "H", "H", "H", "H", "H", "H", "C", "O", "H", "H", "H", "H", "C", "O", "H", "H", "H", "H", "C", "O", "H", "H", "H", "H"], "coordinates": [[-6.326, -2.248, -0.177], [-5.261, -1.424, 0.530], [-5.647, -0.751, 1.828], [-4.234, -1.227, 0.027], [-6.888, -1.546, -0.793], [-7.012, -2.722, 0.525], [-5.855, -3.113, -0.643], [-6.722, -0.819, 1.997], [-5.222, 0.252, 1.800], [-5.117, -1.469, 2.454], [0.624, -1.507, -4.235], [1.597, -2.626, -4.368], [1.624, -3.431, -5.660], [2.525, -2.690, -3.551], [-0.357, -1.827, -3.883], [0.560, -0.948, -5.168], [1.070, -0.809, -3.526], [1.834, -2.831, -6.546], [0.648, -3.887, -5.829], [2.381, -4.211, -5.583], [-2.697, -1.744, 4.340], [-1.224, -2.170, 4.381], [-0.067, -1.258, 4.553], [-1.013, -3.418, 4.209], [-2.769, -0.801, 4.883], [-3.284, -2.524, 4.825], [-3.057, -1.632, 3.318], [0.864, -1.633, 4.127], [0.223, -1.128, 5.596], [-0.315, -0.283, 4.132], [-3.148, 1.167, -2.761], [-2.741, 2.452, -2.073], [-2.898, 2.498, -0.565], [-2.275, 3.391, -2.719], [-3.432, 0.362, -2.084], [-2.427, 0.899, -3.534], [-4.102, 1.306, -3.271], [-3.763, 1.987, -0.143], [-2.748, 3.495, -0.150], [-2.064, 1.947, -0.130], [-0.453, 4.403, 0.893], [-1.280, 4.982, 2.030], [-1.954, 6.337, 1.868], [-1.282, 4.373, 3.132], [-0.135, 3.390, 1.139], [0.469, 4.982, 0.832], [-0.936, 4.367, -0.083], [-3.035, 6.250, 1.980], [-1.853, 6.837, 0.905], [-1.519, 7.002, 2.614], [0.852, 0.404, 0.049], [-0.254, -0.052, 0.904], [-0.811, -1.391, 0.624], [-0.610, 0.511, 1.934], [1.690, -0.290, 0.110], [1.283, 1.371, 0.309], [0.449, 0.467, -0.962], [-0.083, -2.174, 0.837], [-1.033, -1.491, -0.438], [-1.753, -1.558, 1.146], [5.049, -0.661, -0.006], [5.427, -1.141, -1.342], [4.963, -0.365, -2.527], [6.154, -2.073, -1.468], [4.257, 0.075, -0.143], [5.897, -0.115, 0.408], [4.587, -1.411, 0.637], [5.650, -0.321, -3.373], [4.744, 0.683, -2.323], [3.975, -0.787, -2.711], [1.102, 2.730, -2.416], [2.304, 2.095, -1.999], [0.382, 3.118, -1.695], [1.378, 3.645, -2.940], [0.665, 1.970, -3.065], [2.783, 2.582, -1.325], [3.574, 0.263, 3.293], [4.929, 0.085, 3.489], [3.066, -0.185, 4.147], [3.360, 1.332, 3.307], [3.302, -0.254, 2.373], [5.290, -0.629, 2.958], [3.108, -3.869, 0.475], [2.455, -2.991, -0.489], [3.821, -3.312, 1.083], [2.411, -4.365, 1.151], [3.659, -4.640, -0.063], [2.671, -3.253, -1.387]], "atomic_forces_ev_per_a": [[0.18, -0.85, 1.13], [-4.67, 0.00, 0.81], [0.18, -0.91, -0.88], [4.43, 0.64, -1.89], [0.08, -0.37, -0.40], [-0.24, 0.37, 0.20], [-0.01, 0.50, -0.82], [0.20, 0.28, 0.20], [-0.07, -0.17, 0.57], [-0.08, 0.56, 1.04], [-0.01, 0.61, 0.29], [2.51, 0.67, 0.08], [-0.20, -0.59, 0.67], [-1.49, -0.69, -1.01], [-0.06, 0.03, -0.17], [-0.36, -0.28, -0.22], [-0.24, -0.10, 0.28], [0.03, 0.35, 0.24], [-0.08, -0.07, -0.03], [-0.07, 0.05, 0.01], [1.10, 0.39, 0.70], [0.02, -5.28, -1.17], [0.20, 0.87, 0.10], [-0.46, 3.83, 0.59], [-0.46, 0.11, -0.16], [0.08, 0.08, 0.00], [0.29, 0.15, -0.02], [-0.37, -0.28, -0.45], [-0.53, 0.07, 0.32], [0.20, 0.08, 0.07], [-0.62, -0.02, -0.02], [0.21, 0.88, -0.50], [0.58, 0.10, 0.19], [-0.55, -1.26, 1.06], [0.75, -0.15, 0.21], [0.04, -0.15, 0.21], [-0.03, 0.54, -0.29], [-0.23, 0.17, -0.37], [-0.54, 0.02, -0.31], [0.27, -0.34, -0.10], [0.10, -0.28, 0.25], [0.53, -1.83, 2.48], [-0.05, -0.06, -0.20], [-0.38, 2.06, -3.12], [-0.22, -0.05, 0.24], [-0.01, 0.32, -0.21], [-0.01, 0.47, 0.06], [0.04, -0.11, 0.55], [0.49, -0.39, -0.19], [-0.32, -0.03, 0.19], [0.42, 0.83, -0.48], [-0.05, -0.23, 2.68], [-0.84, -0.68, -1.02], [0.19, 0.43, -0.93], [-0.20, -0.43, -0.38], [-0.46, 0.08, 0.22], [0.46, -0.17, -0.25], [0.11, 0.04, 0.17], [0.04, -0.08, -0.20], [0.26, 0.04, 0.19], [-1.57, 1.21, 0.57], [0.54, 0.80, -0.58], [-0.58, 1.06, -0.03], [1.08, -1.85, -0.25], [-0.07, 0.26, 0.17], [0.05, -0.31, 0.34], [0.68, -0.22, 0.03], [-0.19, -0.84, 0.01], [0.01, 0.06, 0.46], [-0.04, -0.16, -0.73], [0.74, 0.48, -0.61], [0.02, -0.32, 0.56], [0.08, -0.76, 0.72], [-0.16, -0.11, -0.69], [-0.40, 0.51, -0.11], [-0.19, 0.29, 0.00], [-0.55, -0.49, 0.21], [2.12, 0.17, 0.32], [-0.53, -0.07, -0.09], [-0.18, -0.05, -0.39], [-0.69, 0.39, -0.09], [-0.22, 0.03, 0.01], [0.00, 0.22, -1.08], [0.13, -0.33, 1.29], [-0.02, 0.12, -0.06], [-0.34, 0.21, -0.20], [0.07, -0.04, 0.12], [0.13, -0.06, -0.11]], "homo_ev": -9.275, "relative_energy_kcal_mol": 33.2, "gap_ha": 0.3555, "total_energy_ev": -46235.1692, "lumo_energy_ev": 0.3979, "smiles": "CC(C)=O.CC(C)=O.CC(C)=O.CC(C)=O.CC(C)=O.CC(C)=O.CC(C)=O.CO.CO.CO", "max_force_ev_per_a": 5.4}



(6)
{"formula": "CH7NO", "method": "ωB97M-V with the def2-TZVPD basis set", "species": ["C", "N", "H", "H", "H", "H", "H", "O", "H", "H"], "coordinates": [[-0.155, 0.555, 1.706], [0.181, -0.772, 1.292], [-1.140, 0.754, 1.212], [-0.187, 0.685, 2.763], [0.580, 1.208, 1.504], [1.026, -1.462, 1.678], [-0.716, -1.359, 1.495], [-0.008, 0.345, -2.734], [0.473, -0.644, -2.274], [-0.310, 0.138, -3.789]], "atomic_forces_ev_per_a": [[-2.01, -1.69, 0.84], [-0.18, -5.58, 0.42], [1.03, 0.41, 0.54], [-0.89, -0.09, 1.29], [2.43, 2.54, -1.81], [-2.75, 3.31, -0.73], [2.39, 1.07, -0.63], [0.91, -4.89, -1.98], [-2.46, 4.58, -2.61], [1.52, 0.34, 4.66]], "homo_ev": -8.936, "relative_energy_kcal_mol": 57.1, "gap_ha": 0.3574, "total_energy_ev": -4685.4519, "lumo_energy_ev": 0.7897, "smiles": "CN.O", "max_force_ev_per_a": 5.8}